1.
C14H32B3O9PS | ωB97M-V with the def2-TZVPD basis set

Calculated values
**Charge**: 0
**Lowest unoccupied orbital energy**: 0.21 eV
**Strongest force on any atom**: 0.028 Eh/bohr
**DFT total energy**: -2044.0780 a.u.

Geometry as XYZ:
```
60
C14H32B3O9PS | OMol25 | ωB97M-V with the def2-TZVPD basis set
C 1.73 -3.85 -0.14
B 1.39 -2.78 0.92
O 2.34 -1.91 1.47
B 1.99 -0.65 1.10
C 3.00 0.40 0.48
S 4.30 -0.29 -0.51
O 4.43 0.54 -1.66
O 4.12 -1.68 -0.74
O 0.67 -0.26 1.28
B -0.21 -1.25 0.93
P -1.77 -0.92 -0.18
O -2.72 0.00 0.49
O 0.08 -2.53 1.34
H 0.84 -4.45 -0.33
H 1.94 -3.32 -1.07
H 2.58 -4.46 0.13
H 2.46 1.07 -0.18
H 3.45 0.95 1.31
H 5.42 -0.11 0.23
H -2.35 -2.15 -0.54
H -1.24 -0.43 -1.39
C -5.15 3.86 0.27
C -4.74 2.49 -0.25
C -5.77 2.26 -1.35
O -6.09 3.55 -1.88
C -5.58 4.56 -1.02
H -4.36 4.39 0.79
H -6.01 3.77 0.94
H -3.74 2.53 -0.67
H -4.76 1.71 0.51
H -6.68 1.80 -0.96
H -5.39 1.63 -2.16
H -4.72 5.03 -1.51
H -6.34 5.32 -0.86
C 4.62 1.45 5.78
C 3.25 0.77 5.84
C 3.01 0.43 4.38
O 4.30 0.20 3.80
C 5.32 0.63 4.70
H 5.16 1.44 6.73
H 4.51 2.49 5.46
H 3.31 -0.14 6.43
H 2.47 1.40 6.27
H 2.54 1.27 3.85
H 2.39 -0.45 4.24
H 5.81 -0.25 5.12
H 6.07 1.21 4.15
C -1.10 -1.29 -5.57
C -1.91 -2.55 -5.29
C -1.18 -3.11 -4.08
O -0.66 -1.99 -3.36
C -0.76 -0.81 -4.17
H -1.64 -0.54 -6.15
H -0.19 -1.54 -6.12
H -2.94 -2.28 -5.02
H -1.94 -3.25 -6.12
H -0.35 -3.75 -4.38
H -1.83 -3.69 -3.42
H -1.56 -0.18 -3.76
H 0.18 -0.26 -4.12
```

2.
C14H32Cl2CrF6N6O7PS2 | ωB97M-V with the def2-TZVPD basis set

Calculated values
**Charge**: 0
**Lowest unoccupied orbital energy (spin up / spin down)**: -0.92 / -0.14 eV
**Multiplicity**: 4
**Strongest force on any atom**: 0.120 Eh/bohr
**DFT total energy**: -5109.6421 a.u.

Geometry as XYZ:
```
71
C14H32Cl2CrF6N6O7PS2 | OMol25 | ωB97M-V with the def2-TZVPD basis set
Cr -2.99 -18.35 16.22
Cl -0.69 -18.54 15.31
Cl -2.47 -18.01 18.56
C -2.08 -22.47 14.77
F -2.77 -23.58 14.46
F -0.76 -22.75 14.75
F -2.34 -21.47 13.90
S -2.54 -21.70 16.57
O -3.23 -22.78 17.29
O -1.27 -21.26 17.08
N -3.58 -20.22 16.20
S -5.02 -20.99 16.07
O -5.88 -20.09 15.38
O -5.19 -22.34 15.51
C -5.83 -21.02 17.90
F -7.13 -20.90 17.83
F -5.64 -22.29 18.44
F -5.31 -19.95 18.59
C -6.19 -17.41 16.62
O -5.00 -17.68 16.65
N -6.80 -16.86 17.73
C -8.23 -16.50 17.73
C -6.23 -16.81 19.05
H -6.81 -17.64 15.74
H -8.80 -17.35 18.10
H -8.75 -16.41 16.78
H -8.42 -15.66 18.40
H -6.72 -17.47 19.76
H -5.21 -17.20 19.02
H -6.05 -15.85 19.53
C -4.63 -18.04 13.39
O -3.90 -18.32 14.37
N -4.29 -18.41 12.13
C -2.80 -18.43 11.79
C -5.41 -18.33 11.15
H -5.69 -17.74 13.47
H -2.04 -18.84 12.45
H -2.39 -17.50 11.40
H -2.73 -19.21 11.02
H -6.41 -18.46 11.54
H -5.28 -17.36 10.68
H -5.24 -19.10 10.40
O -2.83 -16.20 15.87
P -2.61 -14.72 15.66
N -1.06 -14.12 16.22
C 0.07 -15.01 16.74
C -0.77 -12.69 16.03
N -3.78 -13.65 16.42
C -4.40 -14.09 17.70
C -3.99 -12.14 16.24
N -2.58 -14.24 14.07
C -3.80 -14.24 13.17
C -1.38 -14.35 13.20
H 0.29 -14.70 17.76
H 0.88 -14.90 16.03
H -0.16 -16.07 16.73
H -1.47 -12.09 15.44
H 0.19 -12.65 15.52
H -0.60 -12.13 16.94
H -5.48 -13.97 17.76
H -3.96 -15.08 17.80
H -4.00 -13.49 18.51
H -3.59 -11.69 15.33
H -5.06 -11.98 16.15
H -3.55 -11.42 16.93
H -3.95 -15.22 12.72
H -4.69 -13.82 13.64
H -3.62 -13.48 12.41
H -1.22 -15.40 12.96
H -0.55 -13.92 13.76
H -1.57 -13.82 12.26
```

3.
C14H32LaN6O6S | ωB97M-V with the def2-TZVPD basis set

Calculated values
**Charge**: +1
**Lowest unoccupied orbital energy (spin up / spin down)**: -6.11 / -5.81 eV
**Strongest force on any atom**: 0.072 Eh/bohr
**DFT total energy**: -1761.8873 a.u.

Geometry as XYZ:
```
60
C14H32LaN6O6S | OMol25 | ωB97M-V with the def2-TZVPD basis set
O -0.97 2.03 -2.52
H -0.68 2.65 -3.20
La -0.54 0.33 -0.62
N -1.89 2.05 0.66
N 0.42 2.14 0.98
N -0.80 -2.28 -0.74
N 1.39 -1.58 0.49
O -2.82 1.53 -0.01
O -2.00 -2.88 -1.14
O 2.51 -1.42 1.33
O 1.65 1.79 0.98
C -0.04 3.40 0.75
C -1.47 3.32 0.47
C -0.01 -3.28 -0.33
C 1.22 -2.90 0.32
C -2.24 4.32 -0.31
H -2.30 3.96 -1.34
H -1.79 5.32 -0.32
H -3.26 4.38 0.11
C 0.78 4.58 0.41
H 1.47 4.32 -0.40
H 1.36 4.91 1.28
H 0.16 5.43 0.09
C -0.55 -4.67 -0.23
C 2.14 -3.98 0.83
H -1.48 -4.73 -0.79
H -0.85 -4.84 0.83
H 0.14 -5.48 -0.56
H 2.95 -3.56 1.44
H 2.60 -4.53 -0.01
H 1.58 -4.73 1.42
H -2.67 -2.19 -1.30
H 2.69 -0.47 1.28
C 1.17 0.27 -2.44
H 0.46 0.93 -2.98
H 1.32 -0.76 -2.82
H 2.11 0.78 -2.17
O -2.62 0.18 -2.92
H -2.48 1.18 -2.98
H -1.90 -0.14 -3.49
C 2.95 0.49 5.34
C 1.51 0.07 5.35
N 0.94 -0.03 3.99
C 0.02 -0.92 3.55
S -1.25 -0.46 2.50
N 0.14 -2.19 3.94
C 1.38 -2.84 4.41
C 1.10 -3.67 5.62
H 3.55 -0.17 4.72
H 3.33 0.49 6.36
H 3.09 1.49 4.94
H 1.36 -0.87 5.88
H 0.95 0.81 5.94
H 0.81 0.85 3.50
H -0.65 -2.76 3.65
H 1.80 -3.44 3.59
H 2.12 -2.05 4.57
H 0.39 -4.47 5.42
H 2.02 -4.14 5.97
H 0.68 -3.05 6.41
```

4.
C14H32N2O6 | ωB97M-V with the def2-TZVPD basis set

Calculated values
**Charge**: 0
**Lowest unoccupied orbital energy**: 0.76 eV
**Strongest force on any atom**: 0.089 Eh/bohr
**SMILES**: COCCCCCCOC(=O)ON.COCCNCCOC
**DFT total energy**: -1113.4086 a.u.

Geometry as XYZ:
```
54
C14H32N2O6 | OMol25 | ωB97M-V with the def2-TZVPD basis set
C 1.00 1.07 0.64
O 0.39 1.84 -0.38
C -0.65 2.69 0.06
C -1.85 2.60 -0.91
C -3.10 3.32 -0.38
C -3.95 2.46 0.61
C -5.42 2.30 0.16
C -6.45 3.13 0.98
O -7.63 2.33 1.26
C -8.41 2.14 0.19
O -9.36 2.76 -0.01
O -8.09 1.15 -0.70
N -8.21 -0.11 -0.06
H 0.76 0.01 0.49
H 2.09 1.15 0.58
H 0.73 1.37 1.66
H -0.96 2.54 1.10
H -0.28 3.74 -0.03
H -1.53 3.12 -1.83
H -2.04 1.55 -1.19
H -3.69 3.71 -1.22
H -2.75 4.22 0.17
H -3.50 1.46 0.59
H -3.83 2.88 1.62
H -5.72 1.25 0.28
H -5.56 2.52 -0.90
H -6.77 4.04 0.45
H -6.05 3.47 1.94
H -7.38 -0.22 0.54
H -8.11 -0.81 -0.78
C 7.08 -1.19 -1.23
O 6.36 -2.29 -1.74
C 6.66 -3.52 -1.09
C 5.46 -4.03 -0.30
N 5.21 -3.19 0.86
C 3.94 -3.47 1.53
C 2.65 -3.18 0.75
O 2.43 -1.80 0.50
C 3.04 -1.30 -0.68
H 6.86 -0.33 -1.86
H 6.78 -0.95 -0.21
H 8.16 -1.38 -1.26
H 7.55 -3.44 -0.45
H 6.90 -4.25 -1.87
H 5.65 -5.05 0.03
H 4.60 -4.04 -0.99
H 5.21 -2.22 0.57
H 3.92 -2.86 2.44
H 3.93 -4.52 1.85
H 1.82 -3.50 1.38
H 2.58 -3.76 -0.17
H 3.10 -2.05 -1.47
H 4.03 -0.89 -0.46
H 2.43 -0.47 -1.05
```

5.
C14H32N2O7P2 | ωB97M-V with the def2-TZVPD basis set

Calculated values
**Charge**: 0
**Lowest unoccupied orbital energy**: -0.68 eV
**Strongest force on any atom**: 0.162 Eh/bohr
**SMILES**: [H]/N=C\CO[P@](=O)(O)O[PH2]=N.C1CCOC1.C1CCOC1.C1CCOC1
**DFT total energy**: -1871.4098 a.u.

Geometry as XYZ:
```
57
C14H32N2O7P2 | OMol25 | ωB97M-V with the def2-TZVPD basis set
N -1.98 -2.29 -1.48
C -2.64 -1.28 -2.14
C -2.36 0.33 -1.98
O -1.81 0.74 -0.68
P -1.19 2.36 -0.81
O -1.41 3.03 0.64
O -2.18 3.34 -1.91
O 0.52 2.47 -1.13
P 1.14 1.07 -1.95
N 1.09 1.40 -3.57
H -1.27 -1.83 -0.87
H -3.51 -1.61 -2.87
H -3.41 0.89 -2.13
H -1.70 0.67 -2.90
H -2.00 3.06 -2.87
H 2.50 0.88 -1.49
H 0.40 -0.14 -1.74
H 2.12 1.35 -3.84
C -2.76 4.93 3.21
C -2.48 6.08 4.15
C -3.10 5.59 5.44
O -2.99 4.16 5.44
C -2.61 3.73 4.12
H -2.10 4.90 2.35
H -3.80 4.99 2.85
H -1.40 6.19 4.28
H -2.89 7.03 3.82
H -4.16 5.85 5.50
H -2.59 5.99 6.33
H -1.57 3.40 4.17
H -3.23 2.89 3.81
C -1.57 -4.83 3.12
C -1.73 -5.93 2.11
C -1.31 -5.25 0.83
O -0.33 -4.26 1.19
C -0.34 -4.11 2.61
H -1.46 -5.19 4.15
H -2.44 -4.16 3.08
H -1.05 -6.75 2.34
H -2.75 -6.34 2.06
H -2.15 -4.73 0.35
H -0.87 -5.95 0.11
H 0.58 -4.56 3.00
H -0.34 -3.05 2.87
C 5.94 -0.44 -4.28
C 5.89 -1.94 -4.23
C 5.03 -2.19 -3.02
O 4.11 -1.09 -2.92
C 4.55 -0.06 -3.83
H 6.19 -0.04 -5.27
H 6.68 -0.07 -3.57
H 5.40 -2.33 -5.13
H 6.88 -2.41 -4.15
H 5.62 -2.21 -2.10
H 4.46 -3.13 -3.08
H 3.85 -0.04 -4.67
H 4.52 0.91 -3.33
```

6.
C14H32N4O6Sr | ωB97M-V with the def2-TZVPD basis set

Calculated values
**Charge**: 0
**Lowest unoccupied orbital energy**: -1.67 eV
**Strongest force on any atom**: 0.086 Eh/bohr
**DFT total energy**: -1253.4586 a.u.

Geometry as XYZ:
```
57
C14H32N4O6Sr | OMol25 | ωB97M-V with the def2-TZVPD basis set
Sr 0.05 -1.63 0.58
O 2.44 -5.02 1.64
C 2.52 -6.11 0.75
C 2.71 -5.81 -0.84
O 1.76 -4.90 -1.41
H 1.79 -6.91 0.90
H 3.43 -6.63 1.04
H 2.82 -6.71 -1.44
H 3.72 -5.42 -0.99
C -2.06 3.13 -2.85
O -1.82 1.98 -2.54
N -3.22 3.79 -2.71
C -3.22 5.32 -2.70
C -4.45 3.06 -2.40
H -1.27 3.84 -3.12
H -2.34 5.79 -3.15
H -3.36 5.70 -1.69
H -4.17 5.59 -3.15
H -4.72 3.21 -1.36
H -5.23 3.46 -3.04
H -4.25 2.01 -2.61
C 5.78 0.42 -0.11
O 4.59 0.76 -0.21
N 6.80 1.10 -0.70
C 8.19 0.99 -0.24
C 6.61 2.18 -1.62
H 6.11 -0.36 0.59
H 8.30 0.44 0.70
H 8.54 2.00 -0.03
H 8.81 0.56 -1.03
H 5.67 2.18 -2.16
H 6.83 3.16 -1.20
H 7.30 1.86 -2.41
C -5.20 -5.03 0.65
O -4.15 -4.47 0.31
N -5.37 -6.35 0.64
C -6.66 -6.94 1.11
C -4.24 -7.30 0.50
H -6.15 -4.53 0.92
H -6.75 -6.88 2.19
H -6.67 -7.97 0.77
H -7.56 -6.41 0.80
H -3.95 -7.56 1.52
H -4.63 -8.10 -0.13
H -3.43 -6.85 -0.07
C -0.96 4.28 2.66
O -0.79 3.11 2.16
N -0.17 5.37 2.42
C -0.26 6.62 3.17
C 1.05 5.11 1.76
H -1.80 4.58 3.31
H -1.28 6.92 3.41
H 0.13 7.47 2.60
H 0.27 6.68 4.12
H 0.96 5.93 1.05
H 1.92 5.13 2.41
H 1.06 4.17 1.21
```

7.
C14H32N6O6SY | ωB97M-V with the def2-TZVPD basis set

Calculated values
**Charge**: +1
**Lowest unoccupied orbital energy (spin up / spin down)**: -6.50 / -6.46 eV
**Strongest force on any atom**: 0.076 Eh/bohr
**DFT total energy**: -1768.6211 a.u.

Geometry as XYZ:
```
60
C14H32N6O6SY | OMol25 | ωB97M-V with the def2-TZVPD basis set
O 0.10 4.14 -2.26
H 0.29 4.57 -3.11
Y 0.42 1.38 -2.03
N -1.80 0.72 -1.69
N -1.28 2.86 -0.50
N 2.04 0.19 -0.88
N 1.82 2.67 -0.38
O -1.80 -0.55 -1.81
O 2.02 -1.21 -0.72
O 1.54 3.78 0.27
O -0.96 3.79 0.30
C -2.61 2.62 -0.63
C -2.89 1.38 -1.23
C 3.16 0.77 -0.37
C 3.03 2.15 -0.07
C -4.23 0.76 -1.18
H -4.59 0.67 -0.14
H -4.20 -0.24 -1.63
H -4.96 1.36 -1.72
C -3.63 3.51 0.00
H -3.46 4.56 -0.27
H -3.60 3.42 1.10
H -4.63 3.24 -0.34
C 4.38 0.03 0.02
C 4.07 2.90 0.69
H 4.31 -1.01 -0.28
H 4.55 0.08 1.11
H 5.26 0.48 -0.46
H 3.76 3.92 0.89
H 5.02 2.91 0.14
H 4.27 2.40 1.65
H 1.52 -1.35 0.12
H 0.50 3.86 0.16
C 0.88 -0.61 -3.24
H 0.05 -1.15 -3.71
H 1.65 -1.33 -2.96
H 1.33 0.03 -4.04
O -1.70 -2.86 -3.65
H -0.81 -3.21 -3.47
H -1.79 -2.08 -3.07
C -2.70 -3.72 1.26
C -1.49 -2.89 0.87
N -1.52 -1.58 1.59
C -0.40 -0.81 1.56
S -0.39 0.80 1.02
N 0.77 -1.41 1.98
C 0.76 -2.39 3.10
C 2.09 -3.10 3.15
H -2.79 -3.83 2.34
H -2.60 -4.71 0.82
H -3.62 -3.27 0.87
H -0.56 -3.40 1.13
H -1.48 -2.70 -0.22
H -2.35 -1.04 1.33
H 1.49 -0.69 2.13
H 0.56 -1.85 4.04
H -0.07 -3.08 2.93
H 2.91 -2.41 3.39
H 2.06 -3.86 3.93
H 2.31 -3.60 2.20
```

8.
C14H33AlF2NO12S3 | ωB97M-V with the def2-TZVPD basis set

Calculated values
**Charge**: -1
**Lowest unoccupied orbital energy**: 1.94 eV
**Strongest force on any atom**: 0.039 Eh/bohr
**DFT total energy**: -3147.6582 a.u.

Geometry as XYZ:
```
66
C14H33AlF2NO12S3 | OMol25 | ωB97M-V with the def2-TZVPD basis set
O 1.37 -2.23 2.86
C 1.39 -2.59 1.71
F 2.39 -3.36 1.26
N 0.44 -2.32 0.70
Al -1.29 -2.03 1.62
C -2.82 -2.55 0.38
C -4.10 -2.76 1.17
C -4.38 -1.67 2.17
O -4.60 -0.44 1.48
C 0.92 -1.17 0.07
O 1.11 -0.07 0.52
F 1.15 -1.38 -1.24
H -1.43 -2.97 2.93
H -1.42 -0.50 2.11
H -2.93 -1.82 -0.42
H -2.50 -3.48 -0.09
H -4.96 -2.79 0.50
H -4.11 -3.72 1.69
H -3.59 -1.58 2.91
H -5.28 -1.91 2.72
H -4.02 0.22 1.85
O -6.51 -2.44 4.72
S -7.77 -1.77 4.78
O -7.86 -0.35 4.66
O -8.52 -2.23 6.12
C -7.82 -2.05 7.36
C -7.76 -0.60 7.80
C -8.89 -2.50 3.63
H -6.82 -2.49 7.29
H -8.37 -2.64 8.09
H -7.16 0.00 7.12
H -7.31 -0.53 8.79
H -8.76 -0.17 7.83
H -8.85 -3.58 3.74
H -8.56 -2.20 2.64
H -9.89 -2.12 3.82
O 3.78 3.81 -4.17
S 2.36 3.56 -4.23
O 1.45 4.42 -3.55
O 2.09 2.06 -3.81
C 2.58 1.59 -2.53
C 1.77 2.10 -1.36
C 1.87 3.41 -5.91
H 3.64 1.84 -2.42
H 2.51 0.50 -2.57
H 1.87 3.18 -1.25
H 2.12 1.65 -0.44
H 0.72 1.88 -1.49
H 2.55 2.74 -6.42
H 1.92 4.41 -6.34
H 0.85 3.04 -5.94
O 9.53 2.15 -5.97
S 9.36 1.32 -4.82
O 8.68 0.06 -4.93
O 8.72 2.18 -3.65
C 7.46 2.86 -3.91
C 6.27 1.93 -3.95
C 10.92 1.05 -4.06
H 7.55 3.44 -4.83
H 7.35 3.57 -3.10
H 6.33 1.24 -4.80
H 5.35 2.51 -4.05
H 6.23 1.32 -3.04
H 11.43 2.00 -3.95
H 11.49 0.39 -4.71
H 10.76 0.58 -3.09
```